Here is one molecule with the formula C4H4N2O from the Open Molecules 2025 dataset. Energies are from ωB97M-V/def2-TZVPD.

The HOMO-LUMO gap comes out at 7.491 eV. For the energy above the lowest of the compared OMol25 structures with the same formula, charge and spin, the calculation gives 548.7 kJ/mol. Its lowest unoccupied orbital energy is -1.64 eV. Its largest force on an atom is 0.42 eV/A.

Last column: natural (NBO) charge in e.
Element x y z (Å)
1 N 2.2189 -0.2704 0.0635  -0.63
2 C 0.9914 -0.0409 -0.0688  0.52
3 C -0.0808 -1.0743 0.0523  -0.66
4 C -1.4238 -0.6689 0.4918  0.10
5 C -1.6027 0.7593 0.2270  -0.18
6 N -0.7374 1.6270 -0.1925  0.04
7 O 0.5537 1.2495 -0.3758  -0.34
8 H 2.7767 0.5756 -0.0675  0.36
9 H 0.3176 -1.9965 0.4834  0.27
10 H -0.4275 -1.3661 -0.9667  0.31
11 H -2.5861 1.2057 0.3533  0.21


Here is one molecule with the formula C6H11NO4S2 from the Open Molecules 2025 dataset. Energies are from ωB97M-V/def2-TZVPD.

The HOMO-LUMO gap comes out at 8.487 eV. For the energy above the lowest of the compared OMol25 structures with the same formula, charge and spin, the calculation gives 463.4 kJ/mol. Its lowest unoccupied orbital energy is -0.73 eV. Its SMILES is COC(OC)[C@](S)(C(C)=S)[N+](=O)[O-]. Its largest force on an atom is 4.57 eV/A.

Last column: natural (NBO) charge in e.
Element x y z (Å)
1 C 1.7369 0.7464 0.4024  -0.07
2 C 3.0952 0.6386 -0.1452  -0.72
3 C -1.6433 1.5905 -1.3715  -0.24
4 C -2.5975 -0.8549 1.3291  -0.24
5 C -0.6271 -0.0621 0.1765  0.35
6 C 0.8573 -0.5111 0.2293  -0.18
7 N 1.1450 -1.3002 -1.0572  0.53
8 O 1.8235 -0.9046 -1.9591  -0.35
9 O 0.5434 -2.3556 -1.0635  -0.36
10 O -0.8576 0.3985 -1.2040  -0.57
11 O -1.5279 -1.1532 0.4057  -0.55
12 S 1.2930 1.9784 1.3184  0.11
13 S 1.2653 -1.6561 1.6020  0.08
14 H 3.5147 -0.3889 -0.1516  0.25
15 H 3.0416 0.7775 -1.2090  0.28
16 H 3.7402 1.4583 0.3132  0.24
17 H -1.3544 1.9459 -2.3171  0.20
18 H -1.5678 2.3647 -0.5606  0.18
19 H -2.7948 1.2381 -1.4258  0.17
20 H -2.1316 -0.6987 2.2803  0.18
21 H -3.2983 -1.5847 1.1666  0.20
22 H -3.1421 0.0186 1.0457  0.17
23 H -0.9505 0.8267 0.8798  0.22
24 H 0.4371 -2.5120 1.3154  0.14


Here is a 2-piece molecular cluster, C8H18FNO2S overall from the Open Molecules 2025 dataset. Energies are from ωB97M-V/def2-TZVPD.

The HOMO-LUMO gap (alpha / beta) comes out at 8.953 / 8.708 eV. For the energy above the lowest of the compared OMol25 structures with the same formula, charge and spin, the calculation gives 571.8 kJ/mol. Its lowest unoccupied orbital energy (alpha / beta) is -0.66 / -0.19 eV. Its largest force on an atom is 5.04 eV/A.

Last column: natural (NBO) charge in e.
Element x y z (Å)
1 C -0.3675 2.8198 -2.5127  -0.62
2 C -0.1866 -3.4595 2.6126  -0.67
3 C -0.8397 2.7551 -1.0893  -0.40
4 C 0.2175 2.1511 -0.0643  -0.40
5 C 0.8965 0.8512 -0.4874  -0.43
6 C 1.5530 0.1827 0.7571  -0.28
7 C -0.8815 -3.3416 1.2764  0.11
8 C -0.9781 -1.9469 0.7086  -0.35
9 N 1.5122 -1.2364 0.6135  -0.47
10 O -0.7073 -2.1023 -1.7103  -0.92
11 O -2.9940 -2.4332 -0.6742  -0.94
12 F -0.1065 -4.0696 0.2509  -0.41
13 S -1.8999 -1.5000 -0.7708  1.54
14 H -0.2719 1.7328 -2.8755  0.20
15 H 0.6542 3.2396 -2.6376  0.21
16 H -1.1717 3.2888 -3.2314  0.22
17 H 0.1465 -4.4873 2.7296  0.24
18 H 0.7883 -2.7954 2.8815  0.25
19 H -0.8305 -3.0704 3.4831  0.23
20 H -1.2519 3.7970 -0.7758  0.20
21 H -1.8799 2.2120 -1.0785  0.19
22 H 1.0284 3.0067 -0.0671  0.20
23 H -0.1758 1.9814 0.8800  0.20
24 H 1.6658 0.8943 -1.2976  0.21
25 H 0.1549 0.1567 -1.0057  0.20
26 H 2.5390 0.6207 0.9498  0.23
27 H 0.8166 0.3144 1.5381  0.20
28 H -1.8855 -3.7040 1.2547  0.21
29 H -0.9769 -1.2551 1.5407  0.20
30 H -0.4025 -3.0144 -1.4927  0.52
31 H 1.3560 -1.7567 -0.2218  0.34


Here is C37H31N4O4RuS as an isolated structure from the Open Molecules 2025 dataset. Energies are from ωB97M-V/def2-TZVPD.

The HOMO-LUMO gap (alpha / beta) comes out at 7.312 / 6.198 eV. For the energy above the lowest of the compared OMol25 structures with the same formula, charge and spin, the calculation gives 18.0 kJ/mol. The multiplicity is 6. Its lowest unoccupied orbital energy (alpha / beta) is -0.59 / -2.06 eV. Its largest force on an atom is 1.74 eV/A.

Last column: Mulliken charge in e.
Element x y z (Å)
1 Ru -0.8939 0.6875 -0.0652  0.41
2 C 0.8024 4.3651 -1.6480  -1.60
3 C 1.6219 4.0296 -0.4351  1.71
4 C 2.9216 4.4911 -0.2933  -0.84
5 C 3.6573 4.2200 0.8488  -0.77
6 C 3.0806 3.4940 1.8754  -0.85
7 C 1.7784 3.0177 1.7725  1.62
8 C 1.1596 2.3011 2.9403  -1.71
9 C 1.0462 3.2767 0.6010  -0.61
10 N -0.2953 2.8560 0.4946  0.68
11 C -1.1962 3.8000 0.8175  -0.72
12 O -0.9613 4.9687 1.1001  -0.71
13 C -2.5992 3.2921 0.8314  0.68
14 C -3.6597 4.0759 1.2566  -0.51
15 C -4.9333 3.5295 1.2270  -0.40
16 C -5.1038 2.2320 0.7693  -0.58
17 C -3.9832 1.5254 0.3665  0.49
18 N -2.7672 2.0475 0.4202  0.11
19 C -4.0648 0.1376 -0.1821  -0.75
20 O -5.1465 -0.4084 -0.3534  -0.69
21 N -2.8546 -0.3606 -0.4933  0.39
22 C -2.7224 -1.7007 -0.8835  0.15
23 C -3.0592 -2.7481 -0.0034  1.41
24 C -3.5185 -2.4543 1.3925  -1.82
25 C -2.9273 -4.0564 -0.4432  -0.74
26 C -2.4789 -4.3444 -1.7209  -0.86
27 C -2.1470 -3.3137 -2.5823  -0.83
28 C -2.2526 -1.9913 -2.1831  1.54
29 C -1.9227 -0.8799 -3.1449  -1.58
30 H 1.4107 4.8554 -2.4076  0.45
31 H -0.0097 5.0406 -1.3706  0.30
32 H 0.3444 3.4666 -2.0664  0.16
33 H 3.3640 5.0813 -1.0884  0.38
34 H 4.6755 4.5762 0.9428  0.45
35 H 3.6259 3.3224 2.7969  0.46
36 H 1.9049 1.6958 3.4563  0.44
37 H 0.3435 1.6636 2.6206  -0.01
38 H 0.7462 3.0192 3.6526  0.32
39 H -3.4545 5.0818 1.5934  0.53
40 H -5.7849 4.1117 1.5536  0.45
41 H -6.0721 1.7575 0.7004  0.55
42 H -2.8427 -1.7472 1.8818  0.20
43 H -3.5610 -3.3702 1.9816  0.43
44 H -4.5126 -2.0056 1.3808  0.42
45 H -3.1778 -4.8664 0.2324  0.36
46 H -2.3697 -5.3729 -2.0417  0.45
47 H -1.8074 -3.5402 -3.5866  0.42
48 H -1.1887 -1.2046 -3.8820  0.45
49 H -1.5342 -0.0033 -2.6307  0.06
50 H -2.8216 -0.5544 -3.6735  0.35
51 N 0.7836 0.7446 -1.5215  -0.40
52 C 1.9268 0.8543 -1.4164  0.01
53 C 3.3201 0.7580 -1.1708  0.55
54 C 4.2791 1.3194 -2.0141  -0.28
55 C 5.6185 1.1606 -1.7175  -0.65
56 C 6.0096 0.4602 -0.5830  -0.40
57 C 5.0539 -0.0995 0.2531  -0.87
58 C 3.7095 0.0448 -0.0329  -0.14
59 H 3.9689 1.8663 -2.8943  0.50
60 H 6.3594 1.5782 -2.3857  0.42
61 H 7.0589 0.3489 -0.3442  0.42
62 H 5.3501 -0.6525 1.1342  0.43
63 H 2.9507 -0.3801 0.6139  0.49
64 O 1.3110 -7.3386 0.7630  -0.49
65 C 1.2041 -6.3609 -0.1612  0.60
66 O 1.4375 -6.6007 -1.3129  -0.56
67 C 0.8111 -5.0049 0.3243  1.10
68 C 1.0237 -3.9324 -0.5377  -1.08
69 C 0.7150 -2.6426 -0.1584  -0.23
70 C 0.1597 -2.4003 1.1012  0.99
71 S -0.0682 -0.7704 1.7106  -0.33
72 C -0.0900 -3.4760 1.9539  -1.27
73 C 0.2329 -4.7622 1.5678  -1.01
74 H 1.1569 -7.0018 1.6504  0.30
75 H 1.4677 -4.1349 -1.5034  0.50
76 H 0.9103 -1.8126 -0.8246  0.40
77 H -0.5319 -3.2900 2.9240  0.49
78 H 0.0124 -5.5722 2.2548  0.23


Here is a 2-piece molecular cluster, C2H9NO2 overall from the Open Molecules 2025 dataset. Energies are from ωB97M-V/def2-TZVPD.

The HOMO-LUMO gap comes out at 10.261 eV. For the energy above the lowest of the compared OMol25 structures with the same formula, charge and spin, the calculation gives 59.8 kJ/mol. Its lowest unoccupied orbital energy is 0.84 eV. Its SMILES is CNCO.O. Its largest force on an atom is 3.15 eV/A.

Last column: natural (NBO) charge in e.
Element x y z (Å)
1 C 0.0916 2.3183 0.2181  -0.43
2 N 0.3756 1.1185 -0.5415  -0.65
3 C -0.2522 -0.0679 -0.0476  0.11
4 O 0.3707 -1.2323 -0.7174  -0.78
5 H 0.2585 3.2097 -0.3590  0.21
6 H 0.8005 2.3248 1.0638  0.19
7 H -0.9184 2.5071 0.5969  0.18
8 H 0.3300 1.2226 -1.5440  0.37
9 H -0.0972 -0.0345 1.0194  0.17
10 H -1.2284 -0.2372 -0.4440  0.16
11 H 1.1949 -1.0191 -1.1625  0.48
12 H -1.0179 -3.2835 0.8996  0.46
13 H 0.2687 -3.0787 0.2018  0.49
14 O -0.1764 -3.7476 0.8165  -0.95


Here is C30H11CuF16GeNS as an isolated structure from the Open Molecules 2025 dataset. Energies are from ωB97M-V/def2-TZVPD.

The HOMO-LUMO gap comes out at 7.116 eV. For the energy above the lowest of the compared OMol25 structures with the same formula, charge and spin, the calculation gives 0.0 kJ/mol. Its lowest unoccupied orbital energy is 2.28 eV. Its largest force on an atom is 0.55 eV/A. Its charge is -1.

Last column: natural (NBO) charge in e.
Element x y z (Å)
1 Cu 0.8726 1.3910 -1.0898  0.64
2 F -3.0805 5.1372 1.7534  -0.36
3 C -2.2249 4.3087 1.0820  0.36
4 C -2.5917 3.0011 0.8577  -0.32
5 C -1.6960 2.1743 0.1742  -0.25
6 C -0.4416 2.5961 -0.2949  -0.41
7 C -0.1521 3.9481 -0.0310  -0.26
8 C -1.0186 4.8093 0.6460  -0.32
9 H -3.5532 2.6422 1.2076  0.21
10 H -2.0161 1.1554 -0.0103  0.18
11 H 0.7990 4.3653 -0.3526  0.19
12 H -0.7647 5.8452 0.8393  0.21
13 F -2.5491 -3.7018 -0.3714  -0.32
14 C -2.7649 -2.8667 -1.4055  0.41
15 C -1.8278 -1.9083 -1.7403  -0.57
16 C -2.1697 -1.0540 -2.7786  0.43
17 F -1.3571 -0.0811 -3.1815  -0.29
18 C -3.3711 -1.1587 -3.4591  0.24
19 F -3.6692 -0.3255 -4.4599  -0.29
20 C -4.2703 -2.1420 -3.1008  0.29
21 F -5.4321 -2.2577 -3.7517  -0.29
22 C -3.9700 -3.0039 -2.0648  0.23
23 F -4.8526 -3.9459 -1.7085  -0.30
24 Ge -0.1069 -1.7968 -0.7837  1.38
25 S 1.4855 -0.7533 -1.7109  -0.87
26 C 0.3816 -3.7363 -0.6803  -0.54
27 C 0.6179 -4.4902 0.4506  0.41
28 F 0.4393 -3.9784 1.6822  -0.32
29 C 1.0261 -5.8118 0.4081  0.24
30 F 1.2434 -6.5027 1.5340  -0.29
31 C 1.2035 -6.4271 -0.8128  0.28
32 F 1.5936 -7.7047 -0.8728  -0.29
33 C 0.9669 -5.7169 -1.9727  0.24
34 F 1.1295 -6.3155 -3.1586  -0.29
35 C 0.5618 -4.3973 -1.8863  0.40
36 F 0.3359 -3.7785 -3.0544  -0.31
37 C -0.5386 -1.2280 1.0518  -0.57
38 C 0.5120 -1.1262 1.9534  0.42
39 F 1.7725 -1.3593 1.5618  -0.31
40 C 0.3395 -0.8028 3.2832  0.24
41 F 1.3822 -0.7283 4.1183  -0.29
42 C -0.9348 -0.5557 3.7533  0.30
43 F -1.1253 -0.2409 5.0381  -0.29
44 C -2.0078 -0.6338 2.8922  0.24
45 F -3.2400 -0.3851 3.3481  -0.29
46 C -1.7958 -0.9605 1.5642  0.42
47 F -2.8985 -0.9989 0.7974  -0.32
48 N 3.0793 2.0217 -1.2103  -0.88
49 C 3.3820 3.0261 -0.2669  0.26
50 C 3.2600 2.7504 1.0931  -0.28
51 C 3.4857 3.7509 2.0232  -0.17
52 C 3.8230 5.0384 1.6171  -0.26
53 C 3.9367 5.3088 0.2618  -0.19
54 C 3.7242 4.3088 -0.6776  -0.30
55 H 3.3309 2.2599 -2.1587  0.38
56 H 3.4160 1.0981 -0.9691  0.41
57 H 2.9551 1.7586 1.4078  0.22
58 H 3.3782 3.5262 3.0775  0.21
59 H 3.9854 5.8196 2.3482  0.21
60 H 4.1909 6.3070 -0.0735  0.21
61 H 3.8109 4.5265 -1.7364  0.20